1.
{
  "formula": "C31H32ClCrN3O4S",
  "method": "the ωB97M-V functional and the def2-TZVPD basis",
  "homo_energy_ev": [-10.3, -10.3],
  "homo_lumo_gap_ev": [6.770, 6.889],
  "de_lowest_ev": 0.017,
  "total_charge": 1,
  "spin_multiplicity": 2,
  "species": ["Cr", "C", "C", "C", "C", "C", "C", "C", "C", "C", "C", "C", "C", "H", "H", "H", "H", "H", "H", "H", "H", "H", "H", "H", "H", "H", "H", "H", "H", "H", "H", "N", "C", "C", "C", "C", "C", "C", "N", "C", "C", "C", "S", "C", "N", "H", "H", "H", "H", "H", "H", "H", "Cl", "C", "H", "H", "O", "C", "O", "C", "C", "C", "C", "O", "C", "O", "C", "C", "H", "H", "H", "H", "H"],
  "positions_angstrom": [[-0.552, 0.546, 0.071], [3.772, 2.723, 1.927], [3.023, 1.643, 1.189], [2.923, 1.688, -0.207], [3.384, 2.924, -0.934], [2.434, 0.584, -0.917], [2.554, 0.538, -2.420], [2.009, -0.569, -0.223], [1.768, -1.872, -0.951], [2.030, -0.571, 1.184], [1.750, -1.839, 1.945], [2.512, 0.545, 1.885], [2.514, 0.509, 3.387], [3.115, 3.505, 2.309], [4.511, 3.185, 1.282], [4.318, 2.301, 2.765], [4.404, 2.800, -1.295], [3.353, 3.796, -0.289], [2.752, 3.142, -1.791], [3.473, 0.009, -2.679], [2.614, 1.524, -2.867], [1.719, 0.020, -2.883], [0.812, -2.316, -0.675], [2.554, -2.578, -0.685], [1.781, -1.756, -2.028], [2.696, -2.332, 2.176], [1.136, -2.534, 1.381], [1.244, -1.635, 2.882], [3.192, -0.260, 3.754], [1.514, 0.275, 3.750], [2.811, 1.458, 3.819], [-0.546, 3.110, -3.102], [-0.932, 2.026, -3.861], [-1.350, 1.894, -5.178], [-1.751, 0.636, -5.580], [-1.713, -0.467, -4.720], [-1.271, -0.355, -3.420], [-0.896, 0.914, -2.988], [-0.514, 1.343, -1.747], [-0.330, 2.657, -1.841], [0.007, 3.315, -0.612], [0.314, 4.602, -0.272], [0.629, 4.714, 1.410], [0.326, 3.035, 1.567], [0.015, 2.436, 0.454], [-0.517, 4.065, -3.417], [-1.376, 2.730, -5.858], [-2.126, 0.501, -6.581], [-2.046, -1.424, -5.087], [-1.228, -1.192, -2.740], [0.360, 5.469, -0.897], [0.379, 2.522, 2.510], [-3.401, 0.637, -1.069], [-2.530, 1.192, 0.333], [-2.992, 0.724, 1.205], [-2.680, 2.271, 0.405], [-0.864, -0.449, 1.834], [-1.351, -1.403, 1.161], [-1.208, -1.340, -0.096], [-2.092, -2.501, 1.781], [-2.114, -2.626, 3.169], [-2.853, -3.620, 3.792], [-3.576, -4.467, 2.977], [-4.390, -5.490, 3.317], [-4.913, -6.007, 2.108], [-4.350, -5.296, 1.027], [-3.550, -4.345, 1.577], [-2.810, -3.381, 0.952], [-1.543, -1.927, 3.757], [-2.875, -3.727, 4.863], [-6.007, -5.887, 2.100], [-4.666, -7.073, 2.023], [-2.788, -3.273, -0.120]],
  "forces_ev_per_angstrom": [[-0.9, -0.9, 1.0], [0.0, -0.1, 0.0], [0.0, -0.3, -0.1], [-0.1, -0.1, 0.0], [0.0, 0.0, 0.0], [0.1, 0.0, 0.0], [-0.1, 0.1, 0.1], [0.1, 0.1, 0.0], [-0.1, 0.1, 0.1], [0.1, 0.1, -0.1], [-0.1, 0.1, -0.1], [0.0, 0.1, -0.2], [0.0, 0.0, -0.1], [0.1, 0.1, 0.1], [0.0, 0.1, 0.0], [0.0, 0.0, 0.1], [0.1, 0.1, -0.1], [0.0, 0.1, 0.0], [0.0, 0.0, -0.1], [0.0, 0.0, -0.1], [0.0, 0.1, 0.0], [0.0, 0.0, -0.1], [0.1, 0.0, -0.1], [0.1, -0.1, 0.0], [0.0, 0.0, 0.0], [0.1, -0.1, 0.0], [0.0, -0.1, 0.0], [0.0, 0.0, 0.1], [0.0, 0.0, 0.1], [0.0, -0.1, 0.1], [0.0, 0.0, 0.1], [0.2, 0.1, 0.8], [-0.2, -1.1, 0.1], [0.0, 0.0, -0.1], [0.0, 0.2, 0.0], [0.1, -0.1, 0.2], [0.1, 0.1, -0.1], [-0.1, 0.3, -1.0], [0.2, 0.8, -0.4], [-0.2, -0.6, -0.6], [0.3, 1.0, 0.6], [-0.1, -0.5, 0.1], [-0.2, -0.5, -0.3], [0.0, 0.4, -0.2], [0.2, 0.7, 0.3], [0.0, 0.0, 0.1], [0.0, 0.1, -0.1], [0.0, 0.0, -0.2], [0.0, -0.1, 0.0], [-0.1, -0.1, 0.1], [0.0, 0.2, -0.2], [0.0, -0.1, 0.2], [-0.8, -0.2, -0.7], [0.5, 0.1, 0.6], [0.3, 0.0, 0.0], [0.3, 0.0, 0.0], [0.3, 0.7, 0.2], [-0.1, -0.5, 0.4], [0.1, 0.2, -0.8], [-0.1, -0.1, 0.2], [0.1, 0.2, -0.4], [-0.3, -0.5, 0.0], [0.3, 0.4, -0.7], [0.2, 0.2, 0.4], [-0.9, -1.0, -0.1], [0.2, 0.2, -0.3], [0.2, 0.2, 0.6], [-0.1, -0.1, 0.1], [0.0, 0.1, 0.1], [0.0, 0.0, 0.1], [0.3, 0.1, 0.0], [0.1, 0.2, 0.0], [0.0, 0.0, -0.1]],
  "lowdin_spin": [1.025, 0.000, 0.000, 0.003, 0.001, 0.001, 0.000, 0.001, 0.000, 0.000, 0.000, 0.003, 0.000, 0.000, 0.000, 0.000, 0.000, 0.000, 0.000, 0.000, 0.000, 0.000, 0.000, 0.000, 0.000, 0.000, 0.000, 0.000, 0.000, 0.000, 0.000, 0.006, -0.001, 0.001, -0.001, 0.001, -0.001, 0.000, -0.008, 0.007, 0.001, 0.003, 0.003, 0.016, -0.005, 0.000, 0.000, 0.000, 0.000, 0.000, 0.000, 0.000, -0.015, -0.048, 0.000, 0.001, -0.009, 0.007, 0.002, 0.000, 0.003, 0.000, 0.002, 0.001, 0.000, 0.000, 0.000, 0.001, 0.000, 0.000, 0.000, 0.000, 0.000]
}


2.
{
  "formula": "C31H32N3O4",
  "method": "the ωB97M-V functional and the def2-TZVPD basis",
  "homo_energy_ev": -2.5,
  "homo_lumo_gap_ev": 4.528,
  "total_charge": -1,
  "spin_multiplicity": 1,
  "species": ["C", "C", "C", "C", "C", "N", "C", "C", "N", "C", "C", "C", "C", "C", "C", "C", "C", "H", "H", "H", "H", "H", "H", "H", "H", "H", "H", "H", "C", "C", "O", "C", "C", "C", "C", "C", "C", "C", "N", "C", "C", "C", "C", "C", "O", "O", "C", "C", "O", "H", "H", "H", "H", "H", "H", "H", "H", "H", "H", "H", "H", "H", "H", "H", "H", "H", "H", "H", "H", "H"],
  "positions_angstrom": [[4.227, -3.591, -2.445], [3.573, -3.042, -3.534], [2.223, -2.770, -3.493], [1.481, -3.041, -2.333], [0.059, -2.802, -2.161], [-0.423, -2.950, -0.897], [-1.614, -3.410, -0.571], [-2.054, -3.591, 0.696], [-2.465, -3.792, 1.782], [-0.844, -2.500, -3.265], [-0.595, -2.941, -4.576], [-1.508, -2.693, -5.577], [-2.668, -1.984, -5.309], [-2.925, -1.541, -4.027], [-2.037, -1.807, -3.015], [2.171, -3.579, -1.240], [3.509, -3.863, -1.299], [5.295, -3.747, -2.483], [4.138, -2.811, -4.421], [1.753, -2.317, -4.353], [-2.166, -3.894, -1.363], [0.295, -3.518, -4.778], [-1.326, -3.075, -6.571], [-3.385, -1.819, -6.100], [-3.839, -1.014, -3.813], [-2.256, -1.479, -2.014], [1.617, -3.764, -0.340], [4.001, -4.289, -0.443], [-6.033, 0.408, 3.407], [-4.629, -0.060, 3.744], [-3.643, 0.716, 3.098], [-2.404, 0.355, 3.554], [-1.240, 1.056, 2.972], [-1.423, 2.231, 2.317], [-0.421, 2.970, 1.576], [-0.608, 4.331, 1.307], [0.332, 5.073, 0.644], [1.530, 4.490, 0.213], [2.555, 5.242, -0.385], [3.961, 4.865, -0.270], [2.311, 6.500, -1.079], [1.690, 3.113, 0.417], [0.741, 2.375, 1.069], [0.108, 0.463, 3.172], [1.048, 1.155, 3.523], [0.231, -0.870, 2.896], [1.552, -1.268, 3.137], [1.718, -2.771, 3.055], [-2.243, -0.496, 4.410], [-6.815, -0.163, 3.912], [-6.164, 1.450, 3.696], [-6.207, 0.346, 2.332], [-4.419, 0.002, 4.822], [-4.461, -1.108, 3.456], [-2.424, 2.638, 2.319], [-1.493, 4.804, 1.688], [0.170, 6.126, 0.499], [4.083, 4.127, 0.520], [4.332, 4.465, -1.212], [4.539, 5.749, -0.007], [1.254, 6.624, -1.315], [2.637, 7.320, -0.446], [2.881, 6.529, -2.008], [2.575, 2.626, 0.048], [0.901, 1.321, 1.226], [2.183, -0.748, 2.402], [1.811, -0.875, 4.132], [2.721, -3.090, 3.346], [1.004, -3.274, 3.709], [1.524, -3.125, 2.041]],
  "forces_ev_per_angstrom": [[0.5, 0.1, -0.3], [0.2, 0.0, 0.0], [-0.2, 0.1, 0.0], [-0.4, 0.5, 0.3], [-1.0, -0.1, 1.0], [1.1, -0.1, 0.2], [1.1, 0.3, -3.3], [-1.0, -0.7, 4.3], [0.5, 0.4, -1.8], [0.1, -0.7, -0.1], [-0.2, 0.1, 0.3], [-0.1, 0.1, -0.2], [-0.2, -0.2, -0.6], [0.0, 0.0, 0.0], [0.2, 0.2, -0.2], [0.0, -0.2, 0.1], [0.2, 0.1, 0.1], [0.1, -0.2, 0.0], [0.1, 0.1, -0.3], [0.1, 0.1, 0.1], [-0.8, 0.1, -0.1], [-0.1, -0.1, -0.1], [0.0, 0.0, -0.1], [-0.1, 0.1, -0.1], [-0.2, 0.2, 0.1], [0.0, 0.0, 0.2], [-0.2, -0.1, 0.2], [0.2, -0.1, 0.3], [0.3, 0.4, -0.4], [-0.8, -1.0, 0.9], [1.3, 0.3, -0.1], [0.4, -0.8, 0.8], [-1.0, 0.8, -0.9], [0.3, -1.0, 0.3], [0.3, 0.4, -0.4], [-0.1, -0.8, 0.3], [0.5, 0.3, -0.3], [0.6, 0.5, -0.3], [-0.5, -0.3, 0.0], [-0.9, 0.0, 0.0], [0.0, -0.7, 0.6], [0.3, 0.2, -0.1], [-0.4, 0.0, 0.3], [0.6, -0.3, 0.3], [-0.7, -0.7, 0.1], [-1.2, 1.8, 0.2], [1.6, -0.4, 0.4], [-0.6, -0.1, -0.2], [-0.3, 0.7, -0.6], [0.3, -0.2, 0.0], [0.0, 0.1, 0.0], [0.0, -0.1, 0.0], [-0.4, -0.1, -0.2], [-0.2, 0.2, 0.1], [-0.1, 0.0, 0.0], [-0.4, 0.2, 0.0], [-0.1, 0.3, 0.0], [0.1, 0.0, -0.1], [0.2, -0.1, -0.1], [0.2, 0.1, 0.0], [0.1, -0.1, 0.0], [0.0, 0.5, 0.0], [0.0, 0.0, -0.1], [0.2, -0.2, -0.1], [0.1, 0.0, -0.4], [0.1, -0.2, 0.2], [0.3, -0.3, -0.3], [0.0, 0.3, 0.0], [0.0, 0.0, 0.0], [0.0, 0.0, 0.0]],
  "nbo_charge": [-0.285, -0.201, -0.286, 0.060, -0.072, -0.338, -0.278, 0.264, -0.450, -0.047, -0.235, -0.217, -0.265, -0.238, -0.152, -0.237, -0.215, 0.191, 0.190, 0.209, 0.178, 0.212, 0.195, 0.193, 0.197, 0.211, 0.228, 0.195, -0.625, -0.081, -0.513, 0.777, -0.259, -0.042, -0.150, -0.136, -0.298, 0.203, -0.428, -0.402, -0.400, -0.223, -0.130, 0.788, -0.603, -0.470, -0.069, -0.631, -0.580, 0.215, 0.201, 0.213, 0.186, 0.205, 0.220, 0.203, 0.206, 0.218, 0.187, 0.188, 0.212, 0.178, 0.194, 0.208, 0.220, 0.176, 0.183, 0.205, 0.220, 0.230]
}